Record 1
# C21H18ClFN6O

C21H18ClFN6O in the gas phase at a distorted geometry (ωB97M-V/def2-TZVPD, the OMol25 dataset).

Cartesian coordinates (Å):
N -4.448 -8.463 2.910
C -4.214 -7.542 2.233
C -4.063 -6.408 1.397
C -2.754 -6.018 1.060
N -2.453 -4.902 0.338
C -3.521 -4.167 -0.043
N -3.068 -3.019 -0.737
C -3.753 -1.824 -0.761
O -4.939 -1.755 -0.486
N -3.251 -0.619 -1.199
C -1.943 -0.341 -1.487
C -1.025 -1.224 -2.066
C 0.331 -0.893 -2.276
C 0.731 0.414 -1.984
C 2.175 0.797 -2.264
C 3.017 0.587 -1.007
N 3.063 1.877 -0.328
C 3.644 2.053 1.014
C 3.336 3.450 1.404
C 3.844 4.524 0.666
C 3.583 5.853 1.020
C 2.655 6.064 2.063
C 2.140 4.997 2.803
C 2.507 3.717 2.477
F 1.997 2.705 3.221
C -0.180 1.328 -1.471
Cl 0.281 2.996 -1.243
C -1.492 0.933 -1.180
C -4.863 -4.607 0.235
N -5.135 -5.695 0.962
H -1.936 -6.636 1.424
H -2.057 -2.945 -0.726
H -3.904 0.168 -1.113
H -1.329 -2.194 -2.450
H 1.003 -1.645 -2.685
H 2.233 1.836 -2.650
H 2.508 0.166 -3.130
H 4.038 0.311 -1.353
H 2.622 -0.173 -0.346
H 2.156 2.325 -0.366
H 4.705 1.927 0.942
H 3.226 1.302 1.739
H 4.465 4.262 -0.182
H 4.061 6.649 0.463
H 2.430 7.078 2.367
H 1.447 5.132 3.649
H -2.163 1.650 -0.742
H -5.710 -4.028 -0.108

Its LUMO energy is -0.6 eV. As for the net charge: 0. The value obtained for the HOMO-LUMO gap is 8.172 eV. As for the SMILES: N#Cc1cnc(NC(=O)Nc2ccc(CCNCc3ccccc3F)c(Cl)c2)cn1. The calculation puts the total energy at -48296.655 eV. Its strongest force on any atom is 0.0591 Eh/bohr.



Record 2
# C6H6NO4

A gas-phase ion, C6H6NO4 (charge -1) at a distorted geometry (ωB97M-V/def2-TZVPD, the OMol25 dataset).

Cartesian coordinates (Å):
C 0.160 0.300 1.747
C -0.337 0.266 0.321
C -1.804 -0.260 0.091
O -2.253 0.252 -0.930
O -2.255 -0.963 1.001
C 0.051 1.408 -0.583
C 0.879 0.527 -1.490
C 0.602 -0.568 -0.864
N 0.929 -1.871 -0.701
O 2.117 -2.095 -0.599
O 0.025 -2.683 -0.572
H -0.119 1.246 2.097
H 1.258 0.131 1.523
H -0.397 -0.469 2.281
H 0.579 2.265 0.032
H -0.887 1.854 -0.996
H 1.453 0.661 -2.359

Its LUMO energy is 3.3 eV. As for the net charge: -1. The value obtained for the HOMO-LUMO gap is 7.583 eV. As for the SMILES: C[C@@]1(C(=O)[O-])CC=C1[N+](=O)[O-]. The calculation puts the total energy at -15995.456 eV. Its strongest force on any atom is 0.1084 Eh/bohr.



Record 3
# C22H26BF4N4Pd

A molecular structure, C22H26BF4N4Pd (ωB97M-V/def2-TZVPD, the OMol25 dataset).

Cartesian coordinates (Å):
Pd -0.011 0.372 0.249
C 0.966 3.595 -1.936
C 1.594 2.201 -2.046
C 2.523 1.824 -0.906
N 1.844 1.248 0.251
C 2.277 1.422 1.479
C 3.042 2.529 1.930
C 3.709 2.757 3.114
C 3.940 1.917 4.197
C 3.488 0.613 4.309
C 2.612 -0.100 3.513
C 1.846 0.308 2.388
N 0.825 -0.379 1.946
C 0.290 -1.512 2.674
C -1.217 -1.706 2.487
C -1.662 -1.862 1.033
N -1.741 -0.577 0.373
C -2.858 0.036 0.068
C -4.131 -0.408 0.482
C -5.404 -0.048 0.061
C -5.806 0.863 -0.894
C -4.954 1.705 -1.614
C -3.605 1.915 -1.491
C -2.631 1.329 -0.625
N -1.453 1.864 -0.425
C -1.260 3.267 -0.746
C -0.554 3.599 -2.062
H 1.391 4.246 -2.704
H 1.238 4.051 -0.975
H 2.159 2.121 -2.976
H 0.822 1.436 -2.133
H 3.161 2.669 -0.633
H 3.192 1.036 -1.270
H 3.074 3.351 1.226
H 4.151 3.746 3.188
H 4.564 2.295 4.997
H 3.874 0.059 5.161
H 2.464 -1.130 3.806
H 0.483 -1.401 3.744
H 0.805 -2.424 2.340
H -1.753 -0.865 2.935
H -1.494 -2.603 3.048
H -2.606 -2.405 0.969
H -0.923 -2.460 0.490
H -4.117 -1.171 1.249
H -6.203 -0.595 0.553
H -6.864 0.923 -1.115
H -5.433 2.301 -2.386
H -3.183 2.617 -2.198
H -0.666 3.689 0.074
H -2.230 3.770 -0.710
H -0.886 4.597 -2.368
H -0.863 2.897 -2.839
F -1.027 0.922 -3.885
B -0.328 -0.294 -3.724
F -0.242 -0.576 -2.327
F 0.973 -0.159 -4.236
F -1.004 -1.331 -4.367

Its LUMO energy is 2.6 eV. As for the net charge: -1. The value obtained for the HOMO-LUMO gap is 6.890 eV. The calculation puts the total energy at -44229.368 eV. Its strongest force on any atom is 0.0183 Eh/bohr.



Record 4
# C18H38ClO16S4

6 unconnected molecules or ions with the total composition C18H38ClO16S4 at a distorted geometry (ωB97M-V/def2-TZVPD, the OMol25 dataset).

Cartesian coordinates (Å):
Cl -0.213 2.272 0.759
O 1.111 2.415 0.193
O -1.154 1.809 -0.216
O -0.073 1.243 1.766
O -0.661 3.508 1.329
O 1.601 5.854 -6.452
S 1.800 4.466 -5.965
O 3.010 3.930 -5.291
O 0.455 4.031 -5.158
C 0.483 3.901 -3.745
C -0.943 3.586 -3.392
C 1.415 3.318 -7.364
H 0.937 4.736 -3.212
H 1.126 3.029 -3.622
H -1.153 3.131 -2.424
H -1.472 3.007 -4.149
H -1.438 4.557 -3.418
H 0.338 3.406 -7.505
H 1.596 2.261 -7.169
H 1.866 3.722 -8.270
O -3.196 -1.533 -3.592
S -4.240 -0.724 -3.002
O -5.566 -0.759 -3.582
O -4.349 -1.144 -1.429
C -5.457 -0.673 -0.626
C -5.950 -1.749 0.347
C -3.766 1.010 -2.808
H -6.225 -0.478 -1.374
H -5.172 0.193 -0.029
H -6.586 -1.299 1.110
H -5.236 -2.328 0.933
H -6.686 -2.381 -0.152
H -4.617 1.529 -2.365
H -3.690 1.385 -3.828
H -2.850 0.866 -2.236
O 3.110 -1.234 6.050
S 3.444 -0.126 5.167
O 4.086 1.063 5.684
O 4.478 -0.847 4.012
C 5.343 0.002 3.315
C 6.349 -0.810 2.570
C 2.031 0.318 4.021
H 5.894 0.537 4.088
H 4.778 0.749 2.757
H 6.925 -1.572 3.096
H 7.136 -0.189 2.145
H 5.929 -1.337 1.713
H 1.854 -0.515 3.341
H 2.403 1.122 3.385
H 1.087 0.488 4.539
O 0.845 -3.217 -2.517
S 0.177 -3.207 -1.225
O -0.246 -4.494 -0.571
O 1.155 -2.439 -0.091
C 1.825 -1.234 -0.554
C 2.980 -1.004 0.399
C -1.241 -2.096 -1.132
H 1.166 -0.368 -0.490
H 2.204 -1.398 -1.563
H 3.382 -1.923 0.827
H 2.821 -0.298 1.214
H 3.753 -0.471 -0.153
H -1.965 -2.586 -1.783
H -0.917 -1.090 -1.399
H -1.600 -1.849 -0.132
C -0.619 -1.888 3.042
C -0.754 -3.257 3.047
C -1.179 -3.905 4.188
C -1.760 -3.181 5.222
C -1.584 -1.765 5.186
C -1.017 -1.065 4.076
H -0.262 -1.423 2.135
H -0.436 -3.869 2.215
H -1.507 -4.929 4.095
H -2.273 -3.664 6.041
H -1.915 -1.128 5.992
H -0.922 0.007 3.989

Its LUMO energy (alpha / beta) is -2.2 / -6.4 eV. As for the net charge: 0. The value obtained for the HOMO-LUMO gap (alpha / beta) is 7.376 / 3.105 eV. The calculation puts the total energy at -107890.269 eV. Its strongest force on any atom is 0.0740 Eh/bohr. The spin multiplicity is 2.



Record 5
# C41H60Cl2N2O5S

2 unconnected molecules or ions with the total composition C41H60Cl2N2O5S (ωB97M-V/def2-TZVPD, the OMol25 dataset).

Cartesian coordinates (Å):
C 5.422 -0.125 3.400
C 4.540 -0.730 2.321
O 4.373 0.183 1.243
N 4.735 -0.412 -0.021
C 3.686 -0.125 -0.937
C 2.675 -1.060 -1.090
C 1.617 -0.810 -1.941
C 1.555 0.380 -2.673
C 0.389 0.668 -3.580
C -0.895 0.983 -2.806
O -1.516 2.094 -3.416
C -2.745 2.436 -2.810
C -3.299 3.641 -3.559
O -3.937 4.577 -2.703
C -4.959 4.102 -1.924
C -5.085 4.610 -0.638
C -6.131 4.200 0.168
C -7.082 3.272 -0.260
C -8.203 2.845 0.691
C -8.804 4.118 1.331
C -7.591 2.023 1.837
C -9.373 2.128 -0.051
C -9.491 0.582 -0.117
C -8.210 -0.145 -0.596
C -10.596 0.304 -1.150
C -9.967 0.008 1.241
C -6.928 2.776 -1.557
C -5.891 3.179 -2.384
C 2.577 1.305 -2.527
C 3.634 1.063 -1.657
S 4.848 2.313 -1.436
C 6.232 1.314 -0.994
C 7.529 1.757 -1.274
C 7.741 3.123 -1.882
Cl 9.233 3.171 -2.888
C 7.857 4.281 -0.859
C 8.360 3.864 0.504
Cl 6.300 5.145 -0.694
C 8.594 0.930 -0.944
C 8.392 -0.310 -0.356
C 7.106 -0.741 -0.086
C 6.028 0.072 -0.384
H 5.846 -0.902 4.035
H 4.864 0.566 4.030
H 6.226 0.436 2.924
H 3.547 -0.969 2.714
H 4.962 -1.660 1.940
H 2.720 -1.981 -0.527
H 0.835 -1.552 -2.044
H 0.618 1.537 -4.194
H 0.216 -0.183 -4.238
H -1.578 0.125 -2.818
H -0.670 1.210 -1.758
H -2.598 2.702 -1.757
H -3.428 1.580 -2.851
H -2.463 4.169 -4.012
H -3.967 3.337 -4.369
H -4.365 5.332 -0.275
H -6.185 4.621 1.164
H -8.128 4.547 2.070
H -9.716 3.856 1.868
H -9.034 4.868 0.576
H -6.991 1.186 1.492
H -8.362 1.654 2.509
H -6.932 2.664 2.425
H -9.392 2.502 -1.074
H -10.308 2.473 0.392
H -8.293 -0.429 -1.645
H -8.074 -1.072 -0.037
H -7.306 0.436 -0.460
H -10.824 -0.762 -1.189
H -10.297 0.639 -2.144
H -11.516 0.825 -0.874
H -10.774 -0.711 1.094
H -9.165 -0.483 1.787
H -10.366 0.793 1.884
H -7.631 2.061 -1.954
H -5.810 2.782 -3.387
H 2.559 2.229 -3.092
H 6.933 3.333 -2.579
H 8.538 5.011 -1.284
H 9.338 3.391 0.412
H 7.674 3.170 0.990
H 8.457 4.742 1.140
H 9.604 1.246 -1.164
H 9.241 -0.937 -0.126
H 6.934 -1.710 0.360
C 6.418 -6.583 3.366
O 5.371 -7.293 2.737
C 4.212 -7.469 3.542
C 3.033 -6.735 2.946
N 3.226 -5.295 3.022
C 2.212 -4.504 2.337
C 2.111 -4.637 0.823
O 3.249 -4.156 0.134
C 4.291 -5.091 -0.071
H 7.264 -6.586 2.681
H 6.142 -5.545 3.583
H 6.721 -7.065 4.300
H 4.401 -7.120 4.561
H 3.987 -8.539 3.582
H 2.131 -6.999 3.506
H 2.903 -7.098 1.916
H 4.135 -5.068 2.638
H 2.405 -3.452 2.563
H 1.236 -4.746 2.769
H 1.271 -4.016 0.496
H 1.890 -5.664 0.507
H 3.901 -6.106 -0.183
H 5.023 -5.082 0.741
H 4.805 -4.809 -0.990

Its LUMO energy is 0.6 eV. As for the net charge: 0. The value obtained for the HOMO-LUMO gap is 8.611 eV. As for the SMILES: CCON1c2ccc(CCOCCOc3ccc(C(C)(C)CC(C)(C)C)cc3)cc2Sc2c([C@H](Cl)[C@H](C)Cl)cccc21.COCCNCCOC. The calculation puts the total energy at -92585.365 eV. Its strongest force on any atom is 0.0074 Eh/bohr.



Repeat the second record exactly.
# C6H6NO4

A gas-phase ion, C6H6NO4 (charge -1) at a distorted geometry (ωB97M-V/def2-TZVPD, the OMol25 dataset).

Cartesian coordinates (Å):
C 0.160 0.300 1.747
C -0.337 0.266 0.321
C -1.804 -0.260 0.091
O -2.253 0.252 -0.930
O -2.255 -0.963 1.001
C 0.051 1.408 -0.583
C 0.879 0.527 -1.490
C 0.602 -0.568 -0.864
N 0.929 -1.871 -0.701
O 2.117 -2.095 -0.599
O 0.025 -2.683 -0.572
H -0.119 1.246 2.097
H 1.258 0.131 1.523
H -0.397 -0.469 2.281
H 0.579 2.265 0.032
H -0.887 1.854 -0.996
H 1.453 0.661 -2.359

Its LUMO energy is 3.3 eV. As for the net charge: -1. The value obtained for the HOMO-LUMO gap is 7.583 eV. As for the SMILES: C[C@@]1(C(=O)[O-])CC=C1[N+](=O)[O-]. The calculation puts the total energy at -15995.456 eV. Its strongest force on any atom is 0.1084 Eh/bohr.



- Look up the net charge of the first one.
  0